{
  "formula": "H4NO2SSi",
  "method": "ωB97M-V/def2-TZVPD",
  "symbols": ["N", "O", "O", "Si", "S", "H", "H", "H", "H"],
  "positions_angstrom": [[-1.13569, -0.76358, 0.61342], [-1.98476, 1.42988, 0.07633], [-3.27688, -0.55216, -0.79338], [0.01546, 0.34822, -0.03620], [-2.57566, 0.06132, 0.36162], [-1.13502, -1.72320, 0.21232], [0.08348, 1.34370, 0.94358], [1.37593, -0.55313, 0.06143], [-0.29078, 1.02357, -1.43035]],
  "forces_ev_per_a": [[0.8, -1.8, -1.2], [-0.1, -0.8, -0.2], [0.7, -0.1, -0.4], [1.0, -0.1, -1.6], [-3.3, 0.7, 1.4], [-0.2, 1.0, 0.5], [1.1, 1.2, 1.1], [-1.2, 0.9, -0.5], [1.2, -1.1, 0.9]],
  "orbital_gap_ev": 7.58,
  "charge": -1,
  "multiplicity": 1,
  "e_homo_ev": -3.5
}

=====

{
  "formula": "C3H8OSi",
  "method": "ωB97M-V/def2-TZVPD",
  "symbols": ["C", "C", "C", "O", "Si", "H", "H", "H", "H", "H", "H", "H", "H"],
  "positions_angstrom": [[-2.14879, 0.38381, 0.28934], [-1.41608, -0.60130, -0.49912], [0.77643, -0.62450, 0.56754], [-2.71795, 1.30484, -0.23212], [1.54098, 1.09202, -0.04641], [-2.13737, 0.38620, 1.39112], [-1.09753, -0.39024, -1.46241], [-1.46697, -1.65799, -0.31358], [1.00608, -1.52137, 0.00495], [0.27874, -0.81278, 1.55620], [1.52929, 1.32734, -1.58694], [2.95382, 1.17434, 0.17698], [0.52134, 2.06661, 0.40654]],
  "forces_ev_per_a": [[0.3, 0.2, 0.0], [2.7, -0.7, 2.7], [-2.5, 1.2, -1.2], [-0.5, 0.8, -0.6], [-2.1, -1.3, -1.3], [0.1, -0.7, 0.1], [0.0, 0.8, -1.8], [-0.4, -0.3, 0.4], [0.2, -0.1, 0.3], [0.9, 0.4, -0.9], [-0.2, -0.6, 1.1], [0.7, 0.3, 0.8], [0.6, 0.2, 0.4]],
  "orbital_gap_ev": [8.54, 8.42],
  "multiplicity": 1,
  "e_homo_ev": [-9.1, -9.1]
}

=====

{
  "formula": "C3H5N3",
  "method": "ωB97M-V/def2-TZVPD",
  "symbols": ["N", "C", "C", "N", "C", "N", "H", "H", "H", "H", "H"],
  "positions_angstrom": [[-1.49703, 1.52691, -0.57233], [-0.81672, 0.92988, -1.29747], [-0.11902, 0.31572, -2.34827], [0.38423, -0.13193, -3.29324], [-0.09011, -0.27272, 1.47810], [0.68284, -0.41086, 0.25862], [-0.38718, 0.77469, 1.60917], [-1.02451, -0.83708, 1.38870], [0.42796, -0.60223, 2.39133], [0.89680, -1.37934, 0.05240], [1.56470, 0.08577, 0.32301]],
  "forces_ev_per_a": [[0.6, -0.6, -0.8], [-0.6, 0.6, 0.2], [0.3, -0.2, -0.9], [-0.6, 0.5, 1.3], [-0.3, 0.1, 0.4], [0.4, -0.2, -0.1], [0.1, -0.2, 0.0], [0.2, 0.0, 0.0], [-0.1, 0.0, -0.2], [0.0, 0.0, 0.1], [0.0, -0.1, 0.0]],
  "orbital_gap_ev": 10.24,
  "smiles": "N#CC#N.CN",
  "multiplicity": 1,
  "e_homo_ev": -9.9
}

=====

{
  "formula": "C3H10NO3",
  "method": "ωB97M-V/def2-TZVPD",
  "symbols": ["C", "C", "C", "N", "O", "O", "O", "H", "H", "H", "H", "H", "H", "H", "H", "H", "H"],
  "positions_angstrom": [[0.60396, -1.77573, -0.01368], [0.60852, -0.35956, 0.57536], [-0.54027, 0.47034, -0.06853], [-0.35353, 0.58019, -1.60730], [0.24425, -0.27793, 1.90054], [0.02435, 2.10157, 0.28340], [-1.72268, 0.47293, 0.37167], [-0.22871, -2.35906, 0.31932], [0.80571, -1.86830, -1.03774], [1.49408, -2.19977, 0.54556], [1.59749, 0.16043, 0.48023], [0.21339, -0.07210, -1.97805], [-1.29121, 0.64253, -2.04092], [0.17080, 1.43455, -1.77292], [0.80710, 0.34886, 2.45952], [-0.78120, 2.61284, 0.37364], [-1.65206, 0.08820, 1.20991]],
  "forces_ev_per_a": [[2.3, 0.0, 3.6], [-0.9, 1.9, -1.6], [4.9, -6.6, -5.9], [-3.7, 2.7, 3.4], [0.6, 0.0, 3.1], [2.1, 5.6, 1.7], [-3.9, 1.6, -0.9], [-0.8, -0.1, -0.1], [0.2, 0.1, -1.5], [-0.8, -0.2, -0.9], [-0.6, -0.4, -0.6], [2.0, -3.7, -1.7], [0.7, -0.2, -0.2], [-0.1, 1.0, -0.2], [-1.0, -1.4, -1.4], [-0.7, 0.9, 0.3], [-0.4, -1.2, 2.9]],
  "orbital_gap_ev": [5.96, 7.10],
  "charge": 1,
  "multiplicity": 3,
  "e_homo_ev": [-9.4, -14.8]
}

=====

{
  "formula": "C4H11N3O",
  "method": "ωB97M-V/def2-TZVPD",
  "symbols": ["C", "C", "O", "N", "C", "C", "N", "N", "H", "H", "H", "H", "H", "H", "H", "H", "H", "H", "H"],
  "positions_angstrom": [[-1.91250, -0.80267, -0.43982], [-1.07047, -0.26635, 0.68507], [-1.53586, -0.08347, 1.79616], [0.50108, -0.80098, 0.58307], [1.07511, -1.44480, -0.58395], [1.15922, 0.35506, 1.05174], [0.19521, 1.49708, 0.59779], [0.19140, 1.93606, -0.77645], [-1.50630, -0.53858, -1.41612], [-1.97615, -1.88779, -0.35789], [-2.93142, -0.41706, -0.34223], [0.49485, -2.32454, -0.86556], [2.11717, -1.71748, -0.37138], [1.09046, -0.79126, -1.46943], [1.12191, 0.39094, 2.14534], [2.15855, 0.52348, 0.62859], [-0.49203, 1.89390, 1.24244], [0.35270, 2.94399, -0.80695], [0.96708, 1.53445, -1.30042]],
  "forces_ev_per_a": [[-0.2, 1.0, -0.5], [1.5, -3.5, 1.6], [0.7, 0.2, -1.3], [-2.1, -0.3, 0.6], [-0.5, 0.6, -0.3], [-1.9, 2.4, -0.4], [1.4, -0.7, 0.1], [-0.3, 0.7, 0.2], [-0.1, 0.0, 0.0], [0.3, 0.0, 0.2], [0.2, 0.0, 0.0], [0.2, -0.1, 0.2], [-0.3, -0.2, 0.0], [0.1, 0.0, -0.2], [0.4, 0.2, -0.2], [-0.2, -0.1, 0.3], [0.8, 0.0, -0.8], [0.1, -0.2, 0.1], [-0.1, -0.2, 0.5]],
  "orbital_gap_ev": 8.75,
  "smiles": "CC(=O)N(C)CNN",
  "multiplicity": 1,
  "e_homo_ev": -7.8
}

=====

no.,total energy (eV)
1,-24363.5827
2,-13161.4784
3,-7660.6105
4,-10891.3578
5,-10840.8140